# 1
The following is a DFT calculation (ωB97M-V/def2-TZVPD) of a 4-piece molecular cluster, C17H37FIN3O7P2S6 overall.

Each line ends with the Löwdin charge.
Cartesian coordinates (Å):
N -3.78 1.43 -2.17  -0.24
P -2.35 2.05 -2.09  0.80
C -1.39 1.87 -0.49  -0.48
C -2.15 2.34 0.76  -0.20
C -3.32 3.32 0.60  -0.32
C -2.91 4.73 0.17  -0.68
I -4.60 5.81 -0.56  0.78
C -0.89 0.39 -0.37  -0.29
C -2.00 -0.68 -0.32  -0.24
C -2.30 -1.37 -1.65  -0.43
S -3.95 -2.15 -1.77  1.00
C -4.34 -2.29 -0.08  -0.71
N -3.95 -3.17 0.77  0.07
N -4.54 -2.86 1.99  0.08
C -5.24 -1.82 1.77  -0.20
O -5.17 -1.38 0.51  0.03
C 0.09 0.17 0.82  -0.35
P -0.61 -0.17 2.50  0.36
S 0.28 -1.58 3.48  0.17
C 1.13 1.28 0.94  -0.41
F 2.35 0.76 1.24  0.06
O 1.30 1.92 -0.32  -0.16
S 0.11 2.89 -0.76  0.62
O 0.11 4.01 0.13  -0.24
O 0.30 3.06 -2.16  -0.30
H -4.14 0.97 -1.34  -0.03
H -1.45 1.51 -3.02  0.03
H -2.32 3.43 -2.36  0.02
H -1.44 2.79 1.46  0.11
H -2.55 1.45 1.27  0.09
H -4.09 2.92 -0.05  0.06
H -3.78 3.42 1.59  0.11
H -2.18 4.77 -0.63  0.00
H -2.55 5.32 1.02  0.05
H -0.30 0.19 -1.28  0.15
H -1.67 -1.48 0.36  0.10
H -2.91 -0.27 0.12  0.08
H -1.58 -2.18 -1.80  0.09
H -2.23 -0.69 -2.50  0.05
H -5.85 -1.27 2.48  0.14
H 0.66 -0.74 0.59  0.13
H -0.59 1.10 3.11  0.00
H -1.98 -0.39 2.32  -0.02
H 0.90 2.03 1.71  0.15
C 3.64 0.98 -2.61  -0.26
S 2.58 1.54 -3.94  0.79
O 1.85 0.34 -4.43  -0.55
C 3.92 1.85 -5.11  -0.27
H 3.00 0.68 -1.78  0.03
H 4.24 0.14 -2.95  0.06
H 4.29 1.80 -2.29  0.06
H 4.49 0.94 -5.25  0.06
H 4.55 2.65 -4.72  0.05
H 3.47 2.16 -6.05  0.05
C 5.70 1.74 1.81  -0.28
S 6.64 1.58 3.33  0.80
O 7.87 2.39 3.16  -0.55
C 7.11 -0.13 3.08  -0.27
H 5.35 2.77 1.74  0.05
H 6.35 1.52 0.96  0.06
H 4.85 1.06 1.83  0.03
H 7.66 -0.23 2.15  0.06
H 6.21 -0.76 3.08  0.05
H 7.75 -0.42 3.92  0.05
C -1.30 -7.68 0.37  -0.28
S -1.60 -5.98 -0.12  0.78
O -0.34 -5.47 -0.73  -0.56
C -1.66 -5.32 1.55  -0.29
H -1.17 -8.26 -0.54  0.05
H -0.39 -7.73 0.97  0.06
H -2.15 -8.05 0.93  0.05
H -0.73 -5.55 2.07  0.06
H -2.52 -5.75 2.08  0.06
H -1.80 -4.25 1.47  0.01

Computed properties:
Net charge: 0
Largest force on an atom (eV/A): 1.0
Energy (Eh): -4830.11418
LUMO energy (eV): -0.080
E_HOMO (eV): -8.8
Spin multiplicity: 1

---

# 2
The following is a DFT calculation (ωB97M-V/def2-TZVPD) of a 3-piece molecular cluster, C17H37FN8O10P overall in a non-equilibrium geometry.

Each line ends with the Löwdin charge.
Cartesian coordinates (Å):
C -0.23 -5.90 -1.83  -0.04
C -0.52 -4.70 -2.79  -0.26
C -1.79 -4.02 -2.14  -0.23
C -3.18 -4.52 -2.56  -0.04
C -3.80 -5.36 -1.33  -0.26
C -5.02 -4.64 -0.61  0.03
O -3.58 -4.79 -0.04  -0.15
N -1.42 -2.60 -2.36  -0.03
C -1.88 -1.94 -3.59  -0.03
C -2.67 -0.63 -3.30  -0.46
O -2.28 0.39 -3.68  0.20
F -3.85 -0.66 -2.62  0.11
C 0.00 -2.51 -2.29  -0.23
N 0.49 -1.46 -1.72  -0.03
N 1.87 -1.32 -1.70  0.12
C -0.29 -0.37 -1.11  -0.03
C 0.35 0.05 0.27  -0.62
N 1.46 0.99 0.13  0.09
N 0.66 -1.12 1.12  0.08
N -0.74 0.80 0.95  0.06
N 0.53 -3.63 -2.95  0.02
P 2.17 -4.19 -2.74  0.54
N 2.49 -5.54 -3.43  -0.13
O 3.13 -3.08 -3.46  -0.16
O 2.51 -4.20 -1.13  -0.15
H -1.20 -6.25 -1.42  0.09
H 0.20 -6.79 -2.34  0.09
H 0.38 -5.63 -0.95  0.09
H -0.80 -5.04 -3.81  0.15
H -1.56 -4.15 -1.06  0.14
H -3.91 -3.72 -2.78  0.12
H -3.05 -5.26 -3.37  0.13
H -3.85 -6.47 -1.43  0.15
H -5.55 -5.17 0.18  0.11
H -4.88 -3.55 -0.63  0.11
H -1.01 -1.59 -4.18  0.15
H -2.47 -2.58 -4.27  0.15
H 2.26 -1.61 -0.80  0.09
H 2.17 -0.38 -1.96  0.12
H -0.18 0.52 -1.76  0.15
H -1.33 -0.63 -0.89  0.12
H 1.14 1.94 0.33  0.09
H 2.22 0.78 0.77  0.08
H 1.60 -1.10 1.50  0.08
H 0.05 -1.12 1.94  0.08
H -1.56 0.20 1.05  0.08
H -0.47 1.03 1.90  0.09
H 1.64 -5.90 -3.87  -0.01
H 4.05 -3.22 -3.16  0.09
H 1.76 -3.85 -0.62  0.06
C 1.02 7.23 0.69  -0.02
O 2.24 6.95 1.38  -0.01
C 2.65 5.68 1.29  -0.63
O 2.09 4.80 0.69  0.11
O 3.79 5.56 1.97  -0.01
C 4.35 4.25 1.96  -0.04
H 0.80 8.28 0.83  0.10
H 1.14 7.04 -0.38  0.10
H 0.21 6.64 1.10  0.10
H 4.59 3.94 0.95  0.10
H 3.66 3.54 2.42  0.09
H 5.26 4.28 2.55  0.10
C -2.26 4.63 5.51  -0.04
O -1.32 5.12 4.56  0.00
C -0.16 5.52 5.09  -0.61
O 0.13 5.49 6.26  0.13
O 0.63 5.96 4.10  0.00
C 1.91 6.42 4.52  -0.03
H -3.15 4.33 4.96  0.09
H -1.86 3.75 6.03  0.10
H -2.53 5.40 6.23  0.10
H 2.47 5.62 4.99  0.10
H 1.81 7.27 5.20  0.11
H 2.45 6.75 3.64  0.07

Computed properties:
Net charge: +1
Largest force on an atom (eV/A): 4.7
Energy (Eh): -2301.32774
LUMO energy (eV): -3.145
E_HOMO (eV): -11.9
Spin multiplicity: 1

---

# 3
The following is a DFT calculation (ωB97M-V/def2-TZVPD) of a 3-piece molecular cluster, C17H37FNO13P2 overall in a non-equilibrium geometry.

Each line ends with the Löwdin charge.
Cartesian coordinates (Å):
C -0.54 2.23 4.53  -0.12
C -0.80 1.94 2.91  -0.40
C -2.07 2.84 2.39  -0.13
C 0.55 2.04 1.99  -0.17
C 0.81 3.48 1.26  -0.31
C 1.92 3.21 0.06  -0.10
C 1.28 4.60 2.36  -0.15
O 2.15 5.66 1.85  -0.20
N 1.59 6.35 0.84  -0.01
C 1.90 7.86 0.95  -0.32
O 2.29 8.26 2.31  -0.06
C 0.50 8.63 0.46  -0.01
C 0.08 9.76 1.57  -0.18
O -0.77 9.39 2.54  -0.02
F 0.69 11.12 1.43  -0.05
C 3.18 8.23 -0.06  -0.37
O 3.02 8.26 -1.41  -0.17
O 4.56 8.48 0.42  -0.27
H -0.21 3.35 4.64  0.07
H -1.57 1.99 5.08  0.08
H 0.25 1.44 4.91  0.08
H -1.15 0.80 2.86  0.13
H -1.77 3.98 2.55  0.08
H -3.06 2.55 2.98  0.08
H -2.25 2.70 1.22  0.09
H 0.57 1.12 1.23  0.12
H 1.48 1.83 2.72  0.12
H -0.14 3.93 0.71  0.13
H 2.21 2.05 0.09  0.08
H 1.41 3.42 -0.98  0.08
H 2.93 3.79 0.20  0.09
H 0.31 5.13 2.81  0.13
H 1.83 4.12 3.31  0.14
H 2.15 6.06 -0.02  0.14
H 2.83 9.13 2.28  0.14
H 0.64 9.08 -0.62  0.13
H -0.38 7.84 0.43  0.13
C -2.56 -3.83 2.46  -0.15
O -2.31 -3.22 1.21  -0.29
P -0.71 -3.51 0.61  0.75
O -0.18 -2.35 1.47  -0.25
O -1.10 -2.93 -0.88  -0.29
C -2.39 -2.45 -1.21  -0.13
O 0.88 -3.80 0.01  -0.25
C 1.44 -5.00 0.50  -0.16
H -3.60 -3.64 2.75  0.09
H -2.41 -4.91 2.38  0.08
H -1.89 -3.42 3.23  0.08
H -2.65 -1.59 -0.58  0.10
H -3.13 -3.24 -1.11  0.09
H -2.38 -2.11 -2.25  0.10
H 0.83 -5.85 0.19  0.08
H 1.49 -4.97 1.60  0.08
H 2.45 -5.11 0.10  0.09
C -1.62 -7.13 -6.39  -0.15
O -1.56 -6.72 -5.04  -0.30
P -0.45 -7.65 -4.09  0.75
O -1.53 -8.72 -3.88  -0.26
O -0.53 -6.57 -2.84  -0.25
C -1.32 -5.40 -2.88  -0.12
O 0.65 -8.58 -3.13  -0.26
C 1.69 -9.14 -3.90  -0.17
H -2.30 -6.47 -6.93  0.09
H -0.62 -7.06 -6.85  0.08
H -1.98 -8.16 -6.46  0.08
H -2.38 -5.65 -3.00  0.10
H -0.98 -4.74 -3.68  0.10
H -1.20 -4.87 -1.93  0.06
H 2.28 -8.35 -4.37  0.08
H 1.27 -9.80 -4.67  0.08
H 2.34 -9.73 -3.24  0.09

Computed properties:
Net charge: -1
Largest force on an atom (eV/A): 10.3
Energy (Eh): -2484.94642
LUMO energy (eV): -1.895
E_HOMO (eV): -4.4
Spin multiplicity: 1

---

# 4
The following is a DFT calculation (ωB97M-V/def2-TZVPD) of a 2-piece molecular cluster, C17H37NOPSSi3 overall in a non-equilibrium geometry.

Each line ends with the Löwdin charge.
Cartesian coordinates (Å):
C 1.06 4.03 -2.83  -0.15
C 1.37 2.74 -3.84  -0.26
C -0.08 1.97 -4.03  -0.29
C 0.25 0.53 -4.74  -0.34
Si 0.05 -0.88 -3.39  0.52
C 1.66 -1.91 -3.14  -0.32
O 2.23 -1.86 -1.78  -0.20
C 3.08 -0.68 -1.57  -0.16
C 2.86 0.18 -0.15  0.04
C 3.83 1.51 0.19  -0.06
C 5.03 2.04 -0.83  -0.09
C 5.22 1.20 -2.24  -0.08
C 4.27 -0.13 -2.56  -0.03
P -1.47 -2.28 -4.26  0.11
S -2.06 -3.59 -2.94  0.02
H 0.12 4.58 -3.31  0.08
H 0.82 3.61 -1.76  0.08
H 1.96 4.77 -2.77  0.07
H 1.68 3.15 -4.91  0.11
H 2.20 2.08 -3.34  0.10
H -0.54 1.77 -2.95  0.09
H -0.78 2.65 -4.69  0.12
H -0.58 0.39 -5.59  0.07
H 1.28 0.46 -5.28  0.08
H -0.54 -0.35 -2.17  0.00
H 2.40 -1.62 -4.00  0.09
H 1.37 -3.05 -3.34  0.11
H 2.07 -0.10 0.67  0.10
H 3.72 2.12 1.20  0.09
H 5.71 2.98 -0.56  0.08
H 6.05 1.58 -2.99  0.08
H 4.45 -0.72 -3.56  0.08
H -2.55 -1.55 -4.90  -0.05
H -0.75 -3.04 -5.29  -0.05
C -1.48 2.29 4.56  -0.22
Si -1.91 0.45 4.46  0.20
C -3.68 0.28 5.07  -0.21
C -0.77 -0.43 5.66  -0.21
N -1.71 -0.10 2.81  -0.27
Si -2.03 -1.76 2.39  0.20
C -3.81 -2.26 2.69  -0.21
C -0.90 -2.97 3.28  -0.21
C -1.71 -2.00 0.54  -0.23
H -1.61 2.64 5.59  0.01
H -0.44 2.46 4.26  0.01
H -2.14 2.88 3.92  0.01
H -3.80 0.82 6.01  0.01
H -3.95 -0.76 5.25  0.00
H -4.38 0.70 4.34  0.02
H 0.26 -0.43 5.29  0.02
H -1.08 -1.46 5.83  0.00
H -0.78 0.08 6.63  0.01
H -4.03 -2.36 3.75  0.00
H -4.01 -3.23 2.23  0.01
H -4.50 -1.53 2.25  0.02
H 0.15 -2.66 3.20  0.02
H -0.99 -3.96 2.84  0.01
H -1.16 -3.06 4.34  0.00
H -0.67 -1.77 0.29  0.00
H -2.37 -1.36 -0.05  0.01
H -1.91 -3.04 0.26  0.00

Computed properties:
Net charge: -1
Largest force on an atom (eV/A): 4.9
Energy (Eh): -2407.68369
LUMO energy (eV): 1.837
E_HOMO (eV): -3.1
Spin multiplicity: 1

---

# 5
The following is a DFT calculation (ωB97M-V/def2-TZVPD) of C17H38BBr2F4N3O10 as an isolated structure in a non-equilibrium geometry.

Each line ends with the Löwdin charge.
Cartesian coordinates (Å):
N -1.40 -0.24 0.08  -0.48
O -1.13 -1.37 0.58  0.08
O -2.39 0.33 0.37  -0.06
O -0.69 0.14 -0.80  -0.01
B -2.05 -3.41 2.26  -1.33
F -3.02 -2.72 3.01  0.07
F -1.03 -2.46 2.05  0.00
F -1.68 -4.53 2.90  0.15
F -2.53 -3.80 1.02  0.12
C 1.17 -1.53 2.79  -0.10
O 1.25 -1.92 1.42  -0.13
C 1.84 -0.89 0.57  -0.22
C 1.83 -1.29 -0.87  -0.14
N 0.41 -1.58 -1.33  0.00
C 0.56 -1.86 -2.76  -0.19
C -0.89 -2.31 -3.26  -0.19
O -1.29 -3.53 -2.67  -0.19
C -1.91 -4.56 -3.49  -0.10
H 2.03 -1.95 3.31  0.07
H 0.37 -2.14 3.21  0.10
H 1.13 -0.46 3.01  0.05
H 2.87 -0.63 0.80  0.09
H 1.22 0.01 0.62  0.06
H 2.48 -2.16 -0.93  0.12
H 2.21 -0.45 -1.46  0.09
H -0.18 -0.77 -1.23  -0.16
H 1.34 -2.57 -3.04  0.11
H 0.71 -0.92 -3.29  0.04
H -1.09 -2.34 -4.33  0.09
H -1.63 -1.54 -3.05  0.11
H -1.21 -4.82 -4.28  0.06
H -2.78 -4.11 -3.97  0.07
H -2.15 -5.49 -2.98  0.08
C 2.18 0.83 -3.58  -0.13
O 2.17 1.32 -2.26  -0.20
C 0.84 1.69 -1.98  -0.19
C 0.81 2.48 -0.69  -0.14
N 1.13 1.65 0.45  -0.11
C 1.66 2.36 1.57  -0.15
C 2.42 1.42 2.55  -0.18
O 3.46 0.87 1.80  -0.22
C 4.18 -0.19 2.46  -0.07
H 1.55 -0.05 -3.53  0.03
H 3.13 0.45 -3.95  0.09
H 1.80 1.56 -4.29  0.09
H 0.17 0.83 -2.06  0.11
H 0.59 2.38 -2.79  0.12
H -0.16 2.87 -0.39  0.10
H 1.49 3.33 -0.76  0.12
H 1.85 0.99 0.19  0.08
H 1.03 3.00 2.18  0.10
H 2.40 3.05 1.16  0.12
H 1.69 0.67 2.85  0.06
H 2.72 1.98 3.44  0.13
H 5.16 -0.42 2.03  0.08
H 3.54 -1.07 2.35  0.07
H 4.57 0.14 3.41  0.09
Br -5.58 0.20 -0.74  0.64
C -4.80 1.91 -0.33  -0.73
C -3.52 2.26 -1.05  -0.72
Br -3.76 2.33 -2.96  0.58
H -4.62 1.89 0.75  0.05
H -5.55 2.68 -0.51  0.05
H -2.71 1.56 -0.85  0.01
H -3.26 3.29 -0.81  0.06
C -0.89 0.98 2.15  -0.09
C -1.35 2.18 1.38  -0.17
O -0.65 3.17 2.02  0.03
C -0.46 2.83 3.28  -0.69
O -0.16 3.58 4.16  0.14
O -0.65 1.56 3.44  0.13
H 0.09 0.71 1.76  0.09
H -1.56 0.13 2.11  0.15
H -2.43 2.31 1.40  0.13
H -0.90 2.15 0.39  0.07

Computed properties:
Net charge: -2
Largest force on an atom (eV/A): 9.5
Energy (Eh): -7159.17972
LUMO energy (eV): 4.099
E_HOMO (eV): -1.4
Spin multiplicity: 1

---

# 6
The following is a DFT calculation (ωB97M-V/def2-TZVPD) of C17H38CrFN2O5 as an isolated structure in a non-equilibrium geometry.

Each line ends with the Löwdin charge.
Cartesian coordinates (Å):
Cr -0.48 -1.58 -1.29  0.81
C 1.04 2.96 -0.36  -0.07
C 0.97 2.29 1.02  -0.53
C 0.61 3.49 1.88  -0.19
C 0.18 3.14 3.29  -0.18
C -0.91 2.00 3.31  -0.13
C -0.67 0.78 2.36  -0.45
N -0.12 1.30 1.04  -0.10
O 0.10 0.19 0.07  -0.33
C -1.93 -0.09 2.24  -0.04
C 0.34 -0.09 3.20  -0.05
C 2.41 1.81 1.36  -0.03
H 0.02 3.28 -0.58  0.07
H 1.44 2.24 -1.07  0.06
H 1.51 3.94 -0.34  0.07
H -0.19 4.02 1.37  0.11
H 1.47 4.11 2.15  0.11
H -0.25 4.08 3.64  0.10
H 1.06 2.95 3.89  0.10
H -1.91 2.40 3.14  0.10
H -0.89 1.57 4.31  0.10
H -2.06 -0.82 3.03  0.07
H -2.07 -0.66 1.32  0.05
H -2.85 0.49 2.22  0.06
H 1.14 0.55 3.57  0.04
H 0.95 -0.60 2.46  0.07
H -0.02 -0.70 4.03  0.08
H 2.51 1.52 2.41  0.06
H 3.08 2.65 1.18  0.07
H 2.72 0.99 0.73  0.06
C -0.49 -3.96 2.43  -0.04
C -0.82 -3.86 1.00  -0.75
O -1.01 -4.80 0.18  -0.04
O -0.80 -2.68 0.58  -0.13
H -1.21 -3.49 3.10  0.07
H 0.48 -3.49 2.58  0.07
H -0.25 -4.96 2.77  0.06
F -1.25 -3.26 -2.34  -0.59
C 1.96 -0.53 -4.82  -0.05
C 1.28 -1.28 -3.61  -0.38
C 2.10 -1.19 -2.32  -0.15
O 1.51 -2.17 -1.40  -0.25
C 2.53 -2.56 -0.51  -0.06
N -0.01 -0.61 -3.40  0.02
H 1.32 -0.71 -5.69  0.07
H 2.94 -0.98 -4.97  0.07
H 2.08 0.54 -4.68  0.07
H 0.96 -2.29 -3.87  0.15
H 2.18 -0.15 -2.00  0.13
H 3.12 -1.37 -2.67  0.12
H 3.52 -2.68 -0.95  0.09
H 2.13 -3.44 -0.01  0.11
H 2.57 -1.79 0.25  0.09
H -0.59 -0.61 -4.22  0.09
H 0.20 0.37 -3.49  0.08
C -3.93 0.87 -2.55  -0.09
C -3.19 0.41 -1.33  -0.29
O -2.66 -0.91 -1.50  -0.12
H -3.37 1.02 -3.48  0.07
H -4.28 1.87 -2.29  0.08
H -4.74 0.20 -2.82  0.08
H -3.78 0.46 -0.41  0.11
H -2.39 1.11 -1.08  0.11
H -3.34 -1.30 -2.05  0.09

Computed properties:
Net charge: -1
Largest force on an atom (eV/A): 4.1
Energy (Eh): -2300.51186
LUMO energy (alpha / beta) (eV): 2.422 / 2.417
E_HOMO (alpha / beta) (eV): -2.9 / -3.3
Spin multiplicity: 5